1.
Here is C5H12O in the gas phase from OMol25. Energies are from wB97M-V/def2-TZVPD.

```
! wB97M-V def2-TZVPD RIJCOSX def2/J DEFGRID3
* xyz 0 1
C 2.22 -0.74 -1.63
C 1.07 0.11 -1.09
C -0.05 -0.74 -0.47
C -1.10 0.11 0.25
O -0.92 0.02 1.64
C -1.74 0.93 2.32
H 2.70 -1.31 -0.82
H 2.99 -0.12 -2.10
H 1.87 -1.46 -2.37
H 0.65 0.71 -1.90
H 1.45 0.82 -0.34
H -0.51 -1.35 -1.25
H 0.37 -1.43 0.27
H -1.02 1.16 -0.07
H -2.13 -0.22 0.00
H -1.65 0.72 3.39
H -2.79 0.83 2.03
H -1.42 1.97 2.13
*
```

Computed properties:
Energy relative to the best compared isomer or geometry (same formula, charge and spin), kJ/mol: 72.3
E_tot, Ha: -272.92114
LUMO, eV: 1.177
Frontier orbital gap, eV: 10.95
HOMO level, Ha: -0.3592
Structure (SMILES): CCCCOC

2.
Here is 10 unconnected molecules or ions with the total composition C31H37BF9NO31S in a non-equilibrium geometry from OMol25. Energies are from wB97M-V/def2-TZVPD.

```
! wB97M-V def2-TZVPD RIJCOSX def2/J DEFGRID3
* xyz 0 1
N 2.45 0.51 1.04
B 1.59 0.49 -0.09
O 2.13 0.02 -1.27
C 0.08 1.01 -0.11
C -0.92 -0.15 -0.23
C -2.39 0.38 -0.28
S -2.55 2.16 -0.08
O -3.78 2.44 0.59
O -2.54 2.75 -1.39
O -1.34 2.80 0.73
C -0.35 1.82 1.11
H 2.36 1.39 1.52
H 3.41 0.51 0.70
H 1.48 0.01 -1.98
H -0.02 1.67 -0.98
H -0.83 -0.71 0.70
H -0.71 -0.83 -1.04
H -2.98 -0.06 0.52
H -2.85 0.06 -1.21
H 0.46 2.27 1.68
H -0.85 1.12 1.79
O 3.53 2.85 0.69
C 3.42 3.58 -0.23
O 3.80 4.88 -0.24
C 3.62 5.38 -1.57
C 2.58 4.44 -2.11
F 2.73 4.24 -3.44
O 2.87 3.23 -1.42
H 4.56 5.31 -2.11
H 3.29 6.42 -1.55
H 1.55 4.74 -1.90
O 0.33 0.07 -5.29
C -0.40 1.00 -5.38
O -0.78 1.78 -4.33
C -1.55 2.86 -4.86
C -2.05 2.29 -6.16
F -2.19 3.24 -7.11
O -0.99 1.42 -6.54
H -0.91 3.73 -5.01
H -2.36 3.13 -4.18
H -2.97 1.72 -6.08
O 5.56 -3.71 4.83
C 5.38 -2.92 3.96
O 5.21 -3.25 2.65
C 4.89 -2.05 1.94
C 5.46 -0.99 2.85
F 4.73 0.15 2.80
O 5.32 -1.57 4.13
H 3.80 -1.96 1.85
H 5.33 -2.05 0.95
H 6.51 -0.76 2.67
O 8.70 -7.29 8.98
C 7.98 -7.17 8.05
O 7.50 -5.99 7.58
C 6.79 -6.26 6.37
C 6.43 -7.72 6.53
F 6.40 -8.36 5.34
O 7.52 -8.22 7.30
H 7.45 -6.09 5.52
H 5.92 -5.62 6.27
H 5.50 -7.90 7.07
O -10.13 1.03 0.03
C -9.00 0.76 0.27
O -8.06 1.67 0.62
C -6.87 0.95 0.96
C -7.06 -0.35 0.22
F -6.50 -1.39 0.87
O -8.47 -0.50 0.23
H -6.83 0.81 2.04
H -5.97 1.48 0.64
H -6.71 -0.34 -0.82
O 4.47 8.46 0.18
C 5.60 8.13 0.12
O 6.54 8.41 1.06
C 7.74 7.72 0.69
C 7.55 7.54 -0.79
F 8.13 6.39 -1.23
O 6.14 7.42 -0.91
H 7.79 6.77 1.22
H 8.62 8.31 0.93
H 7.90 8.37 -1.41
O -1.33 -3.08 -0.84
C -1.04 -3.52 -1.91
O -1.46 -3.00 -3.09
C -0.79 -3.72 -4.14
C -0.44 -5.01 -3.45
F 0.72 -5.53 -3.92
O -0.25 -4.61 -2.10
H 0.10 -3.16 -4.44
H -1.43 -3.85 -5.00
H -1.22 -5.77 -3.50
O -2.10 -8.09 -4.39
C -2.40 -8.50 -3.32
O -3.27 -9.53 -3.12
C -3.28 -9.81 -1.72
C -2.82 -8.50 -1.13
F -2.11 -8.69 0.01
O -1.95 -8.00 -2.14
H -2.59 -10.63 -1.50
H -4.28 -10.09 -1.39
H -3.61 -7.78 -0.95
O -7.81 6.53 3.62
C -8.43 5.99 2.77
O -8.83 4.69 2.82
C -9.67 4.45 1.69
C -9.22 5.53 0.74
F -10.24 5.96 -0.05
O -8.84 6.58 1.61
H -10.71 4.57 1.98
H -9.52 3.46 1.29
H -8.37 5.26 0.11
*
```

Computed properties:
E_tot, Ha: -4912.69785
LUMO, eV: -0.032
Frontier orbital gap, eV: 10.36
HOMO level, Ha: -0.3820
Structure (SMILES): NB(O)[C@H]1CCS(=O)(=O)OC1.O=C1OC[C@@H](F)O1.O=C1OC[C@@H](F)O1.O=C1OC[C@@H](F)O1.O=C1OC[C@@H](F)O1.O=C1OC[C@@H](F)O1.O=C1OC[C@@H](F)O1.O=C1OC[C@@H](F)O1.O=C1OC[C@@H](F)O1.O=C1OC[C@@H](F)O1

3.
Here is a molecular structure, C25H12F15GeN2O6P2RhS2 in a non-equilibrium geometry from OMol25. Energies are from wB97M-V/def2-TZVPD.

```
! wB97M-V def2-TZVPD RIJCOSX def2/J DEFGRID3
* xyz 0 1
Rh -0.86 -1.79 1.04
N -2.71 -1.64 4.64
C -3.65 -1.70 3.45
C -5.11 -1.59 3.85
P -3.07 -0.30 2.35
O -3.13 -0.96 0.87
O -3.91 0.89 2.48
O -1.58 -0.29 2.67
P -3.22 -3.30 2.61
O -3.43 -4.25 3.92
O -4.12 -3.68 1.52
O -1.71 -3.22 2.44
H -3.06 -1.04 5.38
H -1.84 -1.22 4.22
H -2.52 -2.58 4.98
H -5.35 -0.56 4.13
H -5.36 -2.27 4.66
H -5.73 -1.85 3.00
H -3.96 -0.82 0.40
H -3.93 -5.04 3.64
S 0.02 -3.73 -0.22
C 1.32 -3.43 0.87
C 2.53 -4.13 0.94
C 3.45 -3.74 1.90
C 3.16 -2.67 2.75
C 1.95 -2.03 2.62
N 1.07 -2.41 1.70
H 2.72 -4.94 0.26
H 4.39 -4.25 1.98
H 3.86 -2.36 3.51
H 1.67 -1.18 3.23
F 1.24 2.50 0.89
C 2.42 2.40 0.26
C 2.44 1.91 -1.04
C 3.66 1.86 -1.68
F 3.74 1.46 -2.95
C 4.83 2.25 -1.05
F 6.00 2.19 -1.68
C 4.78 2.70 0.26
F 5.90 3.07 0.88
C 3.57 2.79 0.92
F 3.52 3.25 2.17
Ge 0.70 1.27 -1.76
S -0.08 -0.29 -0.46
C -0.41 2.91 -1.87
C 0.15 4.04 -2.43
F 1.39 3.96 -2.95
C -0.52 5.24 -2.51
F 0.03 6.32 -3.06
C -1.81 5.32 -1.99
F -2.47 6.46 -2.04
C -2.41 4.20 -1.43
F -3.64 4.28 -0.95
C -1.70 3.01 -1.38
F -2.31 1.93 -0.87
C 0.97 0.50 -3.56
C 0.32 0.93 -4.70
F -0.51 1.98 -4.64
C 0.50 0.30 -5.92
F -0.12 0.74 -7.01
C 1.35 -0.79 -6.00
F 1.54 -1.39 -7.17
C 2.00 -1.26 -4.87
F 2.81 -2.31 -4.96
C 1.80 -0.61 -3.67
F 2.43 -1.05 -2.58
*
```

Computed properties:
Energy relative to the best compared isomer or geometry (same formula, charge and spin), kJ/mol: 175.1
E_tot, Ha: -6685.52713
LUMO (alpha / beta), eV: -1.635 / -1.634
Frontier orbital gap (alpha / beta), eV: 6.62 / 6.62
HOMO level (alpha / beta), Ha: -0.3033 / -0.3033

> E_tot of number 3 (C25H12F15GeN2O6P2RhS2)?

-6685.52713 Ha

> Which value of E_tot does entry 3 give?

-6685.52713 Ha

> Number 1 is which compound?

C5H12O